No. 1
DFT (ωB97M-V with the def2-TZVPD basis set) results for a single C2H5N3S molecule in a non-equilibrium geometry.

Geometry as XYZ:
```
11
Properties=species:S:1:pos:R:3:forces:R:3
C 1.319406 -0.453446 0.109898 -2.9517 -1.2222 -0.0612
C -0.991053 1.435472 0.158104 -1.4366 0.2896 -0.3140
H -1.225331 -2.749090 0.943597 0.3570 2.3222 -0.5221
H 2.403883 -0.507879 0.052752 -0.0853 0.0720 0.4770
H 1.280078 0.378932 -1.809183 -0.6374 0.2353 0.5024
H -0.623064 1.307698 1.274039 -0.8801 0.2343 -2.4156
H -2.018898 1.855300 -0.244069 1.9701 -0.3387 2.1028
N 0.636742 -1.277336 0.904192 0.7129 1.9385 -2.2830
N 0.731397 0.327593 -0.948684 1.4401 -0.7294 1.4425
N -0.432220 1.045077 -0.925293 0.7216 -0.2416 -0.0591
S -1.080940 -1.362320 0.484649 0.7894 -2.5600 1.1303
```
Forces are in eV/Å.

Output
DFT total energy, hartree: -641.53909
E_LUMO, eV: 0.72
HOMO, Ha: -0.3193
Gap between HOMO and LUMO, eV: 9.4087
Total charge: 0
SMILES string: C=NN/C=N\S

***

No. 2
DFT (ωB97M-V with the def2-TZVPD basis set) results for a molecular structure, C2H5N3S2 in a non-equilibrium geometry.

Geometry as XYZ:
```
12
Properties=species:S:1:pos:R:3:forces:R:3
C -1.249483 0.781671 0.097940 -0.8335 -0.7428 1.5809
C 2.233322 -0.483046 -1.067166 -5.0523 0.8941 2.7873
H 0.284986 -1.459886 1.686857 -0.7062 -1.1976 -1.0524
H -2.105167 0.186954 1.793917 1.4770 -2.0383 -1.5142
H -1.473077 2.465951 -0.398629 -2.2472 -0.6061 1.4676
H 3.177407 -0.692299 -0.700885 2.0902 -0.4518 0.1324
H 1.782526 -1.268749 -2.426831 1.1258 2.6848 4.1475
N -1.437392 -0.232459 1.039428 -0.3324 0.1277 -0.1743
N -2.060856 1.784819 0.244389 3.7298 1.0501 -3.1046
N 1.415538 0.244664 0.000212 4.1742 -4.2405 -7.4011
S -0.732171 -1.871651 0.802177 -0.1608 2.8444 2.3126
S 0.164365 0.544032 -1.071410 -3.2645 1.6760 0.8182
```
Forces are in eV/Å.

Output
DFT total energy, hartree: -1039.59147
E_LUMO, eV: -0.97
HOMO, Ha: -0.3205
Gap between HOMO and LUMO, eV: 7.7466
Total charge: 0

***

No. 3
DFT (ωB97M-V with the def2-TZVPD basis set) results for a single C2H5N3S2 molecule in a non-equilibrium geometry.

Geometry as XYZ:
```
12
Properties=species:S:1:pos:R:3:forces:R:3
C 1.141802 0.091162 1.065419 1.8604 0.4395 4.0845
C -0.721744 0.075296 -0.891646 -1.5031 0.7883 -1.6105
H 0.521999 -1.867360 0.919370 0.7932 0.5815 0.7580
H 0.981353 -1.198668 2.497304 0.9062 -1.0923 -2.8342
H 1.640470 1.951292 1.625182 -1.0688 -2.2193 0.8329
H -2.088439 0.875671 -2.268878 2.7484 -0.4159 0.2739
H -0.350483 1.496827 -2.481721 -1.8725 -1.8621 1.1571
N 1.263390 -1.319715 1.422208 -2.5750 2.4297 1.6832
N 1.416007 0.964112 2.036913 0.2038 -0.2247 -3.6145
N -1.027265 0.746115 -2.079706 -1.4791 1.0369 -0.2883
S 0.910212 0.594576 -0.584584 0.5827 -0.4265 0.1416
S -1.834597 -0.906456 -0.102278 1.4038 0.9649 -0.5836
```
Forces are in eV/Å.

Output
DFT total energy, hartree: -1039.81043
E_LUMO, eV: 0.02
HOMO, Ha: -0.3327
Gap between HOMO and LUMO, eV: 9.0696
Total charge: 0
SMILES string: [H]/N=C(/N)SC(N)=S

***

No. 4
DFT (ωB97M-V with the def2-TZVPD basis set) results for a single C2H5N3S2 molecule in a non-equilibrium geometry.

Geometry as XYZ:
```
12
Properties=species:S:1:pos:R:3:forces:R:3
C -0.728481 0.019880 0.065771 -0.1567 0.7384 0.7543
C 1.587893 1.738240 0.599346 2.4311 1.0102 2.4053
H 0.843876 -1.366399 -1.790911 1.0747 -0.7177 3.5224
H -0.162014 -1.525715 1.129173 -2.5086 -2.7124 2.0723
H -0.850763 1.740333 -1.243704 0.7364 -2.2101 3.0055
H 1.197831 1.356083 1.706410 0.8596 0.8682 -3.2936
H 2.657797 2.209909 0.524078 -2.0310 -1.0395 0.5371
N 0.303282 -0.843890 0.683115 -2.2199 4.4139 -1.5000
N -0.323605 1.230126 -0.398935 -0.2916 2.1708 -3.9577
N 0.978891 1.804644 -0.504573 -0.7050 -1.5201 1.4367
S 1.432181 -1.586943 -0.224604 1.2877 -0.0390 -5.2451
S -2.404255 -0.181750 0.051292 1.5232 -0.9626 0.2628
```
Forces are in eV/Å.

Output
DFT total energy, hartree: -1039.69235
E_LUMO, eV: -0.18
HOMO, Ha: -0.3184
Gap between HOMO and LUMO, eV: 8.4845
Total charge: 0
SMILES string: C=NNC(=S)NS

***

No. 5
DFT (ωB97M-V with the def2-TZVPD basis set) results for 2 unconnected molecules or ions with the total composition C2H5N4 in a non-equilibrium geometry.

Geometry as XYZ:
```
11
Properties=species:S:1:pos:R:3:forces:R:3
C -2.634770 1.194432 0.062410 -1.1638 1.2452 0.5533
C -1.194136 -0.793338 -0.151614 1.2015 -1.3878 0.4456
N 3.800234 0.111852 0.094161 4.4929 0.1023 0.7412
N 2.651425 0.031369 -0.064577 -3.3399 0.4149 -0.4992
N -1.902462 0.324886 0.078360 -1.9132 4.4190 0.2144
N 1.576041 0.016282 -0.445971 1.1437 -0.1011 0.6270
H -3.421767 2.023148 0.115289 1.5512 -1.4415 -0.1166
H -1.653812 -1.428127 0.546747 -0.0458 -1.8727 0.8215
H -0.110417 -0.706022 -0.048642 -0.3345 0.1611 -0.0514
H 4.426747 0.216564 0.931224 -1.7730 -0.2261 -0.8876
H -1.537081 -0.991048 -1.117383 0.1808 -1.3134 -1.8482
```
Forces are in eV/Å.

Output
DFT total energy, hartree: -297.81143
E_LUMO, eV: -4.30
HOMO, Ha: -0.4951
Gap between HOMO and LUMO, eV: 9.1733
Total charge: +1

***

No. 6
DFT (ωB97M-V with the def2-TZVPD basis set) results for 2 unconnected molecules or ions with the total composition C2H5N4S in a non-equilibrium geometry.

Geometry as XYZ:
```
12
Properties=species:S:1:pos:R:3:forces:R:3
C 0.540482 1.622020 -0.006449 1.4632 -2.6472 -1.4843
C 0.178866 -0.485589 -0.086647 3.7358 -0.2928 -0.6868
N -0.749147 1.515184 0.126163 -2.7720 -1.7271 0.3423
N -1.012841 0.159997 0.056596 -0.7476 2.4037 0.0983
N 1.169259 0.437034 -0.226241 -2.0273 0.6892 1.3928
N 0.462269 -1.798960 -0.121985 -3.8901 -0.5680 3.0660
S -2.661643 -0.281945 -0.032939 0.7598 -0.0104 0.4098
H 0.981184 2.556714 -0.167028 0.8204 1.2274 0.3214
H 2.533030 -0.097036 -0.731299 1.1394 -0.4810 -0.6514
H -0.011590 -2.394666 0.646339 0.0551 1.0876 -2.0656
H 1.386365 -2.113728 -0.081194 2.3114 0.3183 -0.6955
H -2.816230 0.880970 0.624686 -0.8480 0.0003 -0.0469
```
Forces are in eV/Å.

Output
DFT total energy, hartree: -695.92484
E_LUMO (alpha / beta), eV: -4.74 / -8.88
HOMO (alpha / beta), Ha: -0.3836 / -0.5421
Gap between HOMO and LUMO (alpha / beta), eV: 5.6999 / 5.8701
Total charge: +1
2S+1: 3

***

No. 7
DFT (ωB97M-V with the def2-TZVPD basis set) results for a single C2H5N5O molecule in a non-equilibrium geometry.

Geometry as XYZ:
```
13
Properties=species:S:1:pos:R:3:forces:R:3
C 0.944472 0.864954 -0.364722 -1.7089 -1.9029 -2.2071
C -0.473788 0.056228 0.990605 -1.1967 0.0838 0.1964
H -0.238196 -1.699875 -0.858022 0.2211 -2.0511 0.1466
H -1.374731 -0.783060 -1.637379 0.4565 -0.3511 0.0318
H 0.892754 0.464175 -2.107204 1.7338 0.5060 0.7210
H 0.457222 0.664208 2.599693 0.9069 0.6734 -0.4838
H -1.395654 -1.361669 0.695540 -1.2419 0.3040 2.0435
N -0.398063 -0.858082 -1.333541 -1.0623 1.1234 -0.7013
N -0.184657 0.117814 -0.405787 -1.0468 1.2064 3.4404
N 1.228655 1.404494 0.675099 2.4128 2.8811 5.8464
N 0.265060 0.982735 1.651226 -0.3082 0.1111 -1.9277
N -1.286466 -0.713587 1.548701 -0.7823 -2.9178 -1.8315
O 1.563392 0.861663 -1.454209 1.6161 0.3337 -5.2746
```
Forces are in eV/Å.

Output
DFT total energy, hartree: -428.13637
E_LUMO, eV: 0.40
HOMO, Ha: -0.3164
Gap between HOMO and LUMO, eV: 9.0043
Total charge: 0
SMILES string: [H]/N=c1/[nH]nc(O)n1N

***

No. 8
DFT (ωB97M-V with the def2-TZVPD basis set) results for a molecular structure, C2H5N5O in a non-equilibrium geometry.

Geometry as XYZ:
```
13
Properties=species:S:1:pos:R:3:forces:R:3
C 1.291876 0.875601 1.401735 -2.8026 2.0105 -3.6169
C -1.311879 -0.736018 -0.807165 2.0897 -0.6844 -2.5870
H 1.919066 1.663037 0.577967 -1.7307 -2.6163 2.8507
H 0.205090 1.722835 1.831620 3.5187 -3.0590 -1.0063
H 1.923612 0.367748 2.152719 -0.5151 0.7072 -0.3024
H 0.572456 -1.409646 0.701634 0.6313 3.7892 -0.2524
H -1.559517 -0.779887 0.859858 -0.6552 -2.1750 0.0454
N 0.758279 -0.316689 0.431693 -0.8118 -0.7605 0.2693
N -0.234680 0.023608 -0.543162 3.1054 2.4789 1.7288
N -0.609219 0.156365 -2.736290 -1.2739 -3.0468 2.6402
N -1.431704 -0.735333 -2.251939 2.1566 3.5416 -0.9402
N -1.817595 -1.460384 0.073636 -1.6474 0.9777 2.1321
O 0.294214 0.628763 -1.692307 -2.0650 -1.1632 -0.9613
```
Forces are in eV/Å.

Output
DFT total energy, hartree: -427.92996
E_LUMO, eV: -0.56
HOMO, Ha: -0.3315
Gap between HOMO and LUMO, eV: 8.4563
Total charge: 0

***

No. 9
DFT (ωB97M-V with the def2-TZVPD basis set) results for a molecular structure, C2H5NO in a non-equilibrium geometry.

Geometry as XYZ:
```
9
Properties=species:S:1:pos:R:3:forces:R:3
C 0.585089 0.563270 0.301434 -2.7004 -6.3100 -1.4247
C -0.258599 -1.160559 0.217045 2.3015 2.6948 -1.1623
N -0.124230 1.316085 -0.549251 1.5425 1.7753 2.0597
O 1.572130 0.640997 0.932855 0.7855 1.5688 0.8695
H 0.236046 -1.793824 -0.557026 -0.9591 0.8931 -0.1668
H 0.001670 -1.697421 1.057702 0.8954 -0.6425 2.3627
H -1.321923 -1.075083 0.285677 -0.6911 0.1220 -0.8687
H -0.630825 0.903607 -1.261328 -1.2645 -0.7686 -1.0869
H -0.059356 2.302927 -0.427107 0.0903 0.6671 -0.5825
```
Forces are in eV/Å.

Output
DFT total energy, hartree: -209.15562
E_LUMO, eV: 0.87
HOMO, Ha: -0.3382
Gap between HOMO and LUMO, eV: 10.0745
Total charge: 0

***

No. 10
DFT (ωB97M-V with the def2-TZVPD basis set) results for a molecular structure, C2H5NO in a non-equilibrium geometry.

Geometry as XYZ:
```
9
Properties=species:S:1:pos:R:3:forces:R:3
C -1.289274 -0.148314 -0.047516 -0.6738 -0.8686 -0.1395
C 0.513546 0.643266 0.060410 1.2698 0.9052 0.1352
O 0.730632 1.770504 0.252368 0.2871 -0.1623 -0.0390
N 0.235881 -0.532811 -0.134783 -1.8024 1.3458 0.1749
H -1.616098 0.334395 0.890174 0.4395 -0.3525 -0.2451
H -1.649767 -1.150683 -0.104213 -1.1201 -0.3251 -0.0314
H -1.650526 0.467563 -0.884624 0.3198 -0.3788 0.1122
H 2.533627 -0.408122 -0.183816 0.6382 -0.2112 0.0960
H 2.191983 -0.975802 0.152001 0.6419 0.0476 -0.0633
```
Forces are in eV/Å.

Output
DFT total energy, hartree: -209.11542
E_LUMO, eV: 0.91
HOMO, Ha: -0.3902
Gap between HOMO and LUMO, eV: 11.5245
Total charge: 0

***

No. 11
DFT (ωB97M-V with the def2-TZVPD basis set) results for 2 unconnected molecules or ions with the total composition C2H5NO in a non-equilibrium geometry.

Geometry as XYZ:
```
9
Properties=species:S:1:pos:R:3:forces:R:3
C 0.821017 -0.299017 0.055878 4.2832 -1.9068 -1.8991
C -0.205718 -0.456105 -0.965368 -0.7020 0.5455 0.1248
N -1.771116 1.004223 0.681241 0.9683 0.4588 1.5812
O -1.100812 1.188681 1.611152 -1.3793 -0.1895 -1.4763
H 1.222916 -1.211147 0.640838 -0.9033 0.8455 -1.2799
H 1.743626 0.154986 -0.459928 -1.0616 -0.5341 1.0357
H 0.548235 0.324500 0.816125 -0.6633 2.0020 2.0191
H -1.066013 -1.014321 -0.572257 -0.0102 0.2522 -1.2383
H -0.192134 0.308200 -1.807681 -0.5318 -1.4737 1.1329
```
Forces are in eV/Å.

Output
DFT total energy, hartree: -209.02192
E_LUMO (alpha / beta), eV: 0.08 / -0.38
HOMO (alpha / beta), Ha: -0.2974 / -0.3231
Gap between HOMO and LUMO (alpha / beta), eV: 8.1743 / 8.4092
Total charge: 0

***

No. 12
DFT (ωB97M-V with the def2-TZVPD basis set) results for a gas-phase ion, C2H5NO (charge +1) in a non-equilibrium geometry.

Geometry as XYZ:
```
9
Properties=species:S:1:pos:R:3:forces:R:3
C -0.284399 0.268197 1.338310 -0.3630 -0.6393 0.4729
N -0.180650 -0.527879 0.188108 1.5500 0.9114 -0.4580
C 0.086155 0.076052 -1.107981 -0.0010 -0.6521 0.1736
O 0.025337 -0.249443 2.383641 -0.0170 0.4323 -0.3088
H -0.598629 1.292337 1.157452 -0.1268 0.2673 0.1851
H 0.388646 -1.360698 0.377414 -0.7312 -0.5299 -0.0047
H 1.119932 -0.167819 -1.357382 0.2281 0.0882 -0.0563
H -0.062658 1.150856 -1.125594 -0.3289 -0.0937 0.0296
H -0.493736 -0.481604 -1.853970 -0.2102 0.2158 -0.0334
```
Forces are in eV/Å.

Output
DFT total energy, hartree: -208.83442
E_LUMO (alpha / beta), eV: -4.90 / -9.79
HOMO (alpha / beta), Ha: -0.6622 / -0.6378
Gap between HOMO and LUMO (alpha / beta), eV: 13.1211 / 7.5677
Total charge: +1
2S+1: 2